[1]
Entry from the OMol25 dataset: an isolated molecule of C5H7NO (ωB97M-V/def2-TZVPD).

E_LUMO = 0.78 eV
Calculated total energy = -324.630769 hartree
Structure (SMILES) = CC(=C=N)CC=O
Charge = 0
Energy above the lowest of the compared OMol25 structures with the same formula, charge and spin = 246.0 kJ/mol
Highest occupied orbital energy = -0.310 Ha
Orbital gap = 9.204 eV

Atoms and positions in Å:
C1 -1.353 -1.472 0.107
C2 -0.594 -0.207 -0.167
C3 0.850 -0.195 -0.616
C4 1.751 0.795 0.095
O1 1.436 1.502 1.027
C5 -1.068 1.000 0.046
N1 -1.107 2.185 0.372
H1 -2.393 -1.241 0.354
H2 -0.930 -2.047 0.939
H3 -1.359 -2.115 -0.780
H4 -0.294 2.091 1.077
H5 1.299 -1.184 -0.461
H6 0.980 0.015 -1.684
H7 2.781 0.874 -0.309

These are the natural (NBO) partial charges, in e, on atoms 1 to 2: number 1, C, carries -0.604; number 2, C, carries -0.254

[2]
Entry from the OMol25 dataset: the ion C7H13ClN3O3 with charge +1 (ωB97M-V/def2-TZVPD).

E_LUMO (alpha / beta) = -3.98 / -7.15 eV
Calculated total energy = -1124.114005 hartree
2S+1 = 3
Charge = +1
Highest occupied orbital energy (alpha / beta) = -0.338 / -0.503 Ha
Orbital gap (alpha / beta) = 5.214 / 6.539 eV

Atoms and positions in Å:
C1 -1.619 2.503 -1.040
C2 0.025 -1.046 -0.779
C3 0.488 -1.003 -2.208
C4 -0.608 1.831 -1.451
C5 -1.121 -0.244 1.134
C6 -0.519 -0.764 3.531
C7 -0.149 -1.011 2.070
N1 -0.722 -0.189 -0.237
N2 0.384 1.429 -2.136
N3 1.802 -1.460 -2.289
O1 1.653 1.832 -1.819
O2 0.275 0.319 -2.895
O3 1.176 -0.654 1.801
Cl1 -0.329 0.978 3.923
H1 -1.996 3.347 -1.602
H2 -2.152 2.261 -0.134
H3 0.430 -1.923 -0.271
H4 -0.171 -1.629 -2.826
H5 -2.113 -0.703 1.182
H6 -1.203 0.790 1.483
H7 -1.551 -1.040 3.739
H8 0.158 -1.309 4.189
H9 -0.226 -2.088 1.881
H10 2.465 -1.013 -1.671
H11 2.114 2.176 -2.608
H12 2.158 -1.571 -3.226
H13 1.355 0.183 2.259

These are the natural (NBO) partial charges, in e, on atoms 1 to 2: number 1, C, carries -0.342; number 2, C, carries -0.106

[3]
Entry from the OMol25 dataset: a structure of composition C36H55AsBrNO4PdS3Si4 (ωB97M-V/def2-TZVPD).

E_LUMO (alpha / beta) = 3.95 / 3.95 eV
Calculated total energy = -9050.980834 hartree
Charge = -2
Energy above the lowest of the compared OMol25 structures with the same formula, charge and spin = 9.1 kJ/mol
Highest occupied orbital energy (alpha / beta) = -0.077 / -0.071 Ha
Orbital gap (alpha / beta) = 6.044 / 5.875 eV

Atoms and positions in Å:
Pd1 0.049 -0.500 -0.095
Br1 -4.088 -1.833 4.164
C1 -2.447 -0.946 3.822
C2 -1.977 0.020 4.688
C3 -0.783 0.645 4.369
C4 -0.146 0.297 3.189
N1 -0.599 -0.641 2.364
C5 -1.729 -1.264 2.678
H1 -2.536 0.289 5.575
H2 -0.380 1.432 4.995
H3 0.757 0.801 2.877
H4 -2.076 -2.031 1.998
S1 0.431 -2.737 0.199
C6 -1.086 -3.623 0.262
C7 -2.293 -3.210 -0.309
C8 -3.429 -4.000 -0.191
C9 -3.400 -5.213 0.481
C10 -2.200 -5.636 1.042
C11 -1.065 -4.851 0.939
H5 -2.322 -2.289 -0.874
H6 -4.351 -3.658 -0.649
H7 -4.294 -5.819 0.568
H8 -2.148 -6.578 1.577
H9 -0.137 -5.178 1.396
O1 -1.263 -0.870 -2.133
S2 -0.181 -0.349 -3.001
O2 -0.565 -0.203 -4.387
O3 1.003 -1.271 -2.868
S3 0.343 1.386 -2.117
C12 -0.725 4.867 -0.196
C13 -2.091 4.227 0.062
C14 -2.629 3.687 -1.268
C15 -3.051 5.290 0.599
Si1 -1.867 2.743 1.258
O4 -0.651 1.805 0.921
C16 -3.542 1.838 1.232
C17 -3.587 0.598 0.588
C18 -4.769 -0.121 0.473
C19 -5.949 0.390 0.998
C20 -5.937 1.627 1.625
C21 -4.747 2.337 1.734
C22 -1.651 3.482 3.024
C23 -2.566 3.404 4.076
C24 -2.267 3.868 5.352
C25 -1.026 4.429 5.618
C26 -0.091 4.516 4.592
C27 -0.405 4.049 3.323
H10 -0.811 5.640 -0.973
H11 -0.008 4.117 -0.536
H12 -0.323 5.349 0.700
H13 -2.705 4.504 -2.001
H14 -3.625 3.251 -1.150
H15 -1.969 2.922 -1.685
H16 -3.110 6.136 -0.102
H17 -2.730 5.683 1.569
H18 -4.066 4.896 0.713
H19 -2.675 0.199 0.155
H20 -4.763 -1.083 -0.024
H21 -6.872 -0.173 0.916
H22 -6.855 2.040 2.032
H23 -4.769 3.309 2.219
H24 -3.529 2.934 3.911
H25 -3.002 3.779 6.146
H26 -0.785 4.788 6.612
H27 0.889 4.938 4.785
H28 0.351 4.092 2.548
C28 2.913 3.195 -1.034
Si2 3.381 1.825 0.153
C29 2.706 2.280 1.840
C30 5.269 1.909 0.223
As1 2.513 -0.319 -0.366
Si3 3.687 -1.769 1.103
C31 2.777 -1.850 2.742
C32 5.452 -1.221 1.509
C33 3.855 -3.501 0.394
Si4 3.044 -1.079 -2.692
C34 3.029 0.149 -4.121
C35 2.949 -2.933 -3.035
C36 4.956 -0.943 -2.351
H29 3.143 4.136 -0.519
H30 1.868 3.208 -1.324
H31 3.516 3.149 -1.945
H32 3.094 3.261 2.141
H33 2.969 1.557 2.617
H34 1.615 2.343 1.763
H35 5.508 2.976 0.313
H36 5.750 1.537 -0.682
H37 5.703 1.398 1.080
H38 2.705 -0.875 3.231
H39 3.330 -2.524 3.409
H40 1.768 -2.238 2.602
H41 5.469 -0.391 2.218
H42 6.042 -0.948 0.633
H43 5.937 -2.079 1.991
H44 2.898 -3.911 0.077
H45 4.262 -4.138 1.189
H46 4.544 -3.534 -0.453
H47 2.101 0.173 -4.686
H48 3.864 -0.121 -4.780
H49 3.221 1.156 -3.743
H50 2.291 -3.416 -2.310
H51 3.933 -3.409 -3.019
H52 2.484 -3.072 -4.014
H53 5.278 0.089 -2.182
H54 5.476 -1.300 -3.252
H55 5.313 -1.549 -1.511

These are the Mulliken partial charges, in e, on atoms 1 to 2: number 1, Pd, carries -0.146; number 2, Br, carries -0.245

[4]
Entry from the OMol25 dataset: a structure of composition C39H59BrMgN7O3SSi (ωB97M-V/def2-TZVPD).

E_LUMO = 2.43 eV
Calculated total energy = -5592.712589 hartree
Charge = -1
Highest occupied orbital energy = -0.177 Ha
Orbital gap = 7.256 eV

Atoms and positions in Å:
Mg1 -0.079 -1.237 1.036
C1 -3.313 2.209 6.114
C2 -1.984 2.887 5.970
C3 -1.652 3.970 6.763
C4 -0.420 4.593 6.655
C5 0.495 4.123 5.731
C6 0.183 3.051 4.919
C7 -1.057 2.417 5.025
N1 -1.418 1.359 4.210
C8 -0.586 0.656 3.323
N2 0.560 0.263 3.898
C9 1.678 -0.457 3.436
C10 1.669 -1.072 2.187
C11 2.838 -1.752 1.853
C12 3.932 -1.846 2.696
C13 3.891 -1.230 3.935
C14 2.771 -0.513 4.319
C15 2.743 0.152 5.671
N3 -0.985 0.390 2.132
C16 -2.176 0.933 1.654
C17 -3.196 0.060 1.272
C18 -4.393 0.541 0.775
C19 -4.587 1.906 0.637
C20 -3.565 2.775 0.976
C21 -2.356 2.318 1.482
C22 -1.251 3.297 1.755
H1 -3.841 2.603 6.979
H2 -3.177 1.135 6.239
H3 -3.934 2.371 5.230
H4 -2.372 4.327 7.487
H5 -0.178 5.435 7.287
H6 1.460 4.599 5.631
H7 0.890 2.721 4.173
H8 -2.402 1.275 3.997
H9 0.606 0.490 4.881
H10 2.895 -2.205 0.875
H11 4.815 -2.402 2.397
H12 4.733 -1.311 4.609
H13 3.688 -0.015 6.187
H14 1.952 -0.270 6.294
H15 2.585 1.230 5.593
H16 -3.039 -1.005 1.370
H17 -5.177 -0.153 0.507
H18 -5.522 2.292 0.248
H19 -3.700 3.837 0.832
H20 -1.249 4.061 0.982
H21 -0.286 2.795 1.732
H22 -1.374 3.784 2.723
C23 2.084 1.376 -2.169
C24 2.632 0.347 -1.170
C25 3.936 -0.272 -1.685
C26 2.907 1.079 0.151
O1 1.676 -0.671 -0.937
Si1 1.146 -1.858 -1.947
S1 -0.634 -2.534 -1.203
O2 0.957 -1.069 -3.385
C27 0.922 -1.512 -4.709
C28 0.135 -2.815 -4.861
C29 0.239 -0.408 -5.531
C30 2.357 -1.715 -5.211
O3 2.305 -2.999 -2.232
C31 2.478 -4.355 -1.888
C32 2.541 -4.568 -0.375
C33 1.349 -5.233 -2.443
C34 3.813 -4.774 -2.528
H23 2.861 2.080 -2.465
H24 1.264 1.924 -1.712
H25 1.710 0.858 -3.044
H26 4.707 0.492 -1.785
H27 3.771 -0.748 -2.648
H28 4.277 -1.027 -0.978
H29 3.531 1.949 -0.043
H30 3.409 0.423 0.859
H31 1.963 1.399 0.587
H32 -0.767 -2.781 -4.257
H33 0.736 -3.645 -4.510
H34 -0.125 -2.983 -5.904
H35 -0.820 -0.383 -5.293
H36 0.362 -0.599 -6.594
H37 0.673 0.560 -5.295
H38 2.868 -2.383 -4.523
H39 2.886 -0.763 -5.236
H40 2.354 -2.149 -6.208
H41 1.627 -4.205 0.090
H42 3.393 -4.047 0.054
H43 2.647 -5.627 -0.154
H44 0.388 -4.813 -2.156
H45 1.431 -6.239 -2.039
H46 1.402 -5.296 -3.528
H47 4.627 -4.178 -2.120
H48 3.770 -4.614 -3.604
H49 4.014 -5.825 -2.337
Br1 -1.268 -2.800 2.690
C35 -4.376 -0.234 -3.959
C36 -4.169 1.273 -4.094
C37 -4.958 2.024 -3.029
C38 -2.683 1.659 -4.045
N4 -2.060 1.520 -2.761
C39 -1.738 0.461 -1.983
N5 -1.109 0.909 -0.928
N6 -1.043 2.226 -1.058
N7 -1.599 2.608 -2.130
H50 -5.414 -0.484 -4.166
H51 -4.143 -0.575 -2.953
H52 -3.753 -0.777 -4.665
H53 -4.520 1.584 -5.087
H54 -4.597 1.767 -2.034
H55 -6.011 1.762 -3.087
H56 -4.863 3.100 -3.165
H57 -2.569 2.716 -4.307
H58 -2.129 1.059 -4.773
H59 -1.917 -0.576 -2.176

These are the Mulliken partial charges, in e, on atoms 1 to 2: number 1, Mg, carries 1.988; number 2, C, carries -1.750

[5]
Entry from the OMol25 dataset: a structure of composition C27H41ClN2O6PReSSe (ωB97M-V/def2-TZVPD).

E_LUMO (alpha / beta) = 0.89 / 0.70 eV
Calculated total energy = -5293.972097 hartree
2S+1 = 2
Charge = -1
Energy above the lowest of the compared OMol25 structures with the same formula, charge and spin = 130.0 kJ/mol
Highest occupied orbital energy (alpha / beta) = -0.109 / -0.109 Ha
Orbital gap (alpha / beta) = 3.865 / 3.679 eV

Atoms and positions in Å:
Re1 -2.101 0.447 0.386
C1 4.161 4.045 -1.862
C2 3.138 3.577 -0.860
C3 2.670 4.421 0.139
C4 1.730 3.984 1.068
C5 1.244 2.695 0.983
C6 1.705 1.829 -0.002
C7 2.649 2.270 -0.912
S1 -0.035 2.105 2.127
O1 -0.183 3.210 3.101
O2 0.707 -0.986 5.351
N1 -1.259 2.120 1.019
C8 -1.837 3.405 0.654
C9 -3.209 3.153 0.048
O3 -3.870 4.065 -0.420
O4 -3.578 1.905 0.078
H1 4.333 5.118 -1.779
H2 3.837 3.831 -2.882
H3 5.118 3.539 -1.711
H4 3.043 5.439 0.194
H5 1.363 4.626 1.861
H6 1.312 0.820 -0.070
H7 3.009 1.591 -1.679
H8 -1.230 3.979 -0.052
H9 -1.970 4.019 1.547
N2 -3.902 -0.796 0.400
C10 -3.552 -2.211 0.627
C11 -2.082 -2.484 0.311
O5 -1.673 -3.629 0.321
O6 -1.358 -1.434 0.025
H10 -4.404 -0.423 1.199
H11 -4.474 -0.664 -0.424
H12 -4.169 -2.889 0.041
H13 -3.687 -2.440 1.682
C12 2.697 -4.766 4.743
C13 2.504 -4.131 3.394
C14 2.027 -4.861 2.314
C15 1.807 -4.280 1.070
C16 1.297 -5.132 -0.055
C17 2.060 -2.897 0.916
Se1 1.820 -2.097 -0.759
C18 2.533 -2.137 2.013
C19 2.747 -0.653 1.932
C20 2.764 -2.776 3.220
H14 2.501 -5.838 4.711
H15 2.020 -4.314 5.471
H16 3.715 -4.615 5.108
H17 1.815 -5.918 2.441
H18 1.203 -6.168 0.276
H19 1.975 -5.097 -0.910
H20 0.323 -4.775 -0.389
H21 3.355 -0.370 1.073
H22 3.214 -0.286 2.846
H23 1.788 -0.140 1.822
H24 3.104 -2.188 4.065
C21 -1.652 -1.690 -3.198
C22 -0.864 -0.419 -2.886
P1 -1.758 0.855 -1.904
C23 -3.312 1.097 -2.861
C24 -3.194 1.493 -4.329
C25 -0.804 2.403 -2.237
C26 0.066 2.496 -3.489
H25 -1.042 -2.366 -3.801
H26 -2.561 -1.475 -3.763
H27 -1.912 -2.228 -2.291
H28 -0.522 0.034 -3.816
H29 0.028 -0.663 -2.300
H30 -3.881 1.839 -2.296
H31 -3.862 0.155 -2.766
H32 -2.777 2.495 -4.432
H33 -4.176 1.499 -4.807
H34 -2.558 0.804 -4.890
H35 -0.167 2.546 -1.362
H36 -1.544 3.210 -2.214
H37 0.917 1.818 -3.421
H38 0.466 3.508 -3.584
H39 -0.474 2.265 -4.407
Cl1 -2.444 -0.138 2.822
C27 0.000 -1.328 4.437
H40 -0.942 -1.877 4.600
H41 0.248 -1.132 3.383

These are the Mulliken partial charges, in e, on atoms 1 to 2: number 1, Re, carries 1.010; number 2, C, carries -1.505

[6]
Entry from the OMol25 dataset: an isolated molecule of C4H7N3 (ωB97M-V/def2-TZVPD).

E_LUMO = 0.90 eV
Calculated total energy = -320.753787 hartree
Structure (SMILES) = CNC1=C=CNN1
Charge = 0
Energy above the lowest of the compared OMol25 structures with the same formula, charge and spin = 340.0 kJ/mol
Highest occupied orbital energy = -0.276 Ha
Orbital gap = 8.399 eV

Atoms and positions in Å:
C1 -1.994 0.004 -1.192
N1 -0.561 0.025 -1.172
C2 0.142 -0.053 -0.029
N2 1.552 0.117 -0.173
N3 1.980 -0.020 1.128
C3 0.903 -0.327 1.919
C4 -0.317 -0.297 1.274
H1 -2.381 -0.215 -0.200
H2 -2.389 0.963 -1.516
H3 -2.328 -0.763 -1.884
H4 -0.076 0.154 -2.048
H5 2.960 -0.173 1.276
H6 1.134 -0.555 2.959
H7 1.377 1.139 -0.342

These are the natural (NBO) partial charges, in e, on atoms 1 to 2: number 1, C, carries -0.414; number 2, N, carries -0.581

[7]
Entry from the OMol25 dataset: a cluster of 5 separate species, C32H64F9IN3O8S3 in total (ωB97M-V/def2-TZVPD).

E_LUMO = -3.99 eV
Calculated total energy = -4414.110644 hartree
Charge = +1
Highest occupied orbital energy = -0.396 Ha
Orbital gap = 6.795 eV

Atoms and positions in Å:
C1 4.799 -3.920 0.140
C2 4.056 -5.308 -0.270
C3 3.388 -5.218 -1.742
C4 1.803 -4.882 -1.614
N1 1.618 -3.534 -0.975
C5 0.983 -2.551 -1.917
C6 1.979 -1.933 -3.013
C7 3.101 -0.932 -2.405
C8 2.610 0.596 -2.297
C9 3.066 1.368 -0.968
C10 2.979 2.972 -0.887
O1 3.720 3.786 -1.819
C11 3.318 3.128 0.717
C12 3.223 4.722 0.907
O2 3.247 5.183 2.286
O3 2.083 5.895 2.438
N2 2.190 2.260 1.271
C13 2.213 2.173 2.775
C14 1.236 1.073 3.414
C15 -0.341 1.344 3.192
C16 -1.048 -0.103 3.061
C17 -2.644 -0.062 3.391
F1 -3.088 1.225 3.832
F2 -2.774 -0.915 4.565
C18 -3.556 -0.747 2.269
F3 -4.720 -1.313 2.906
F4 -2.873 -1.883 1.702
S1 -4.109 0.339 0.856
F5 -5.347 -0.782 0.545
F6 -5.127 1.265 1.794
F7 -2.820 1.392 0.984
F8 -3.147 -0.597 -0.196
F9 -4.623 1.219 -0.472
C19 2.332 0.985 0.454
I1 3.909 -0.292 1.358
O4 1.137 0.141 0.372
C20 0.061 0.881 -0.202
N3 -0.539 1.685 -0.891
C21 0.658 -3.612 0.183
S2 -0.861 -4.333 0.089
S3 1.229 -2.811 1.760
C22 1.678 -4.205 2.912
C23 2.639 -3.760 4.120
C24 1.951 -2.753 5.178
H1 5.176 -4.018 1.220
H2 5.691 -3.689 -0.544
H3 4.005 -3.095 0.119
H4 4.898 -6.105 -0.284
H5 3.259 -5.629 0.492
H6 3.523 -6.248 -2.236
H7 3.944 -4.432 -2.378
H8 1.281 -4.905 -2.642
H9 1.350 -5.743 -1.000
H10 0.548 -1.699 -1.288
H11 0.089 -3.097 -2.407
H12 2.428 -2.784 -3.642
H13 1.346 -1.300 -3.734
H14 4.002 -0.991 -3.131
H15 3.459 -1.401 -1.424
H16 3.107 1.160 -3.182
H17 1.485 0.617 -2.509
H18 4.174 1.124 -0.826
H19 1.882 3.346 -0.985
H20 3.070 4.480 -2.106
H21 4.364 2.691 0.858
H22 4.144 5.168 0.359
H23 2.303 5.081 0.308
H24 1.335 5.274 2.632
H25 1.376 2.875 1.093
H26 3.255 2.030 3.231
H27 1.842 3.203 3.164
H28 1.410 1.112 4.561
H29 1.445 -0.007 3.100
H30 -0.574 2.030 2.286
H31 -0.702 1.911 4.138
H32 -0.522 -0.843 3.783
H33 -0.824 -0.489 2.007
H34 2.255 -4.991 2.299
H35 0.701 -4.719 3.252
H36 3.046 -4.705 4.622
H37 3.537 -3.206 3.638
H38 1.422 -1.871 4.647
H39 2.787 -2.313 5.843
H40 1.220 -3.289 5.892
C25 -0.934 -1.186 -7.034
C26 0.570 -1.005 -7.057
O5 1.207 -2.100 -6.408
H41 -1.297 -1.259 -6.005
H42 -1.436 -0.348 -7.525
H43 -1.221 -2.112 -7.540
H44 0.854 -0.090 -6.532
H45 0.941 -0.942 -8.085
H46 0.959 -2.905 -6.883
C27 -8.631 -2.249 0.217
C28 -8.320 -2.774 -1.171
O6 -7.479 -1.860 -1.864
H47 -9.123 -1.275 0.157
H48 -9.281 -2.940 0.759
H49 -7.711 -2.107 0.792
H50 -9.238 -2.895 -1.749
H51 -7.816 -3.744 -1.118
H52 -6.665 -1.765 -1.351
C29 -2.648 6.344 3.791
C30 -1.548 6.521 4.819
O7 -0.271 6.457 4.189
H53 -2.543 5.384 3.278
H54 -3.632 6.386 4.262
H55 -2.591 7.123 3.025
H56 -1.595 5.729 5.569
H57 -1.640 7.485 5.328
H58 -0.233 7.166 3.533
C31 -3.168 3.169 -4.011
C32 -1.927 2.800 -4.798
O8 -0.788 3.462 -4.259
H59 -3.330 4.250 -4.035
H60 -4.052 2.671 -4.418
H61 -3.059 2.886 -2.960
H62 -2.032 3.103 -5.842
H63 -1.753 1.719 -4.768
H64 -0.697 3.181 -3.337

These are the Mulliken partial charges, in e, on atoms 1 to 2: number 1, C, carries -0.376; number 2, C, carries -0.297

| no. | M (g/mol) |
| --- | --- |
| 1 | 97.117 |
| 2 | 222.652 |
| 3 | 1035.630 |
| 4 | 838.309 |
| 5 | 853.294 |
| 6 | 97.121 |
| 7 | 1012.964 |